C18H21N3O5Pd | ωB97M-V/def2-TZVPD

CARTESIAN COORDINATES (ANGSTROEM)
1 Pd 0.00 -0.21 0.25
2 C 0.25 -3.04 -1.38
3 O -0.18 -1.64 -1.31
4 C -1.00 -1.18 -2.42
5 C -2.24 -0.53 -1.86
6 O -1.79 0.45 -0.85
7 C -2.85 1.30 -0.40
8 C -2.27 2.42 0.51
9 O -1.45 1.83 1.50
10 C -1.69 2.17 2.86
11 H 0.78 -3.19 -2.32
12 H -0.63 -3.68 -1.31
13 H 0.92 -3.20 -0.55
14 H -1.26 -2.02 -3.06
15 H -0.40 -0.47 -3.01
16 H -2.92 -1.23 -1.37
17 H -2.77 0.01 -2.65
18 H -3.60 0.74 0.16
19 H -3.31 1.81 -1.25
20 H -3.05 3.05 0.95
21 H -1.57 3.01 -0.11
22 H -1.68 3.27 2.95
23 H -0.96 1.68 3.48
24 H -2.73 1.88 3.09
25 O 5.47 -2.53 4.84
26 N 4.56 -3.16 4.31
27 O 4.19 -4.26 4.56
28 C 3.86 -2.34 3.31
29 C 4.67 -1.43 2.61
30 C 4.11 -0.59 1.63
31 C 4.88 0.31 0.85
32 C 4.25 1.07 -0.11
33 C 2.88 0.94 -0.28
34 N 2.12 0.10 0.46
35 C 2.72 -0.65 1.39
36 C 1.89 -1.58 2.14
37 N 0.57 -1.58 1.84
38 C -0.23 -2.45 2.48
39 C 0.24 -3.33 3.44
40 C 1.58 -3.34 3.77
41 C 2.45 -2.45 3.10
42 H 5.73 -1.41 2.84
43 H 5.95 0.39 1.01
44 H 4.80 1.76 -0.73
45 H 2.36 1.52 -1.03
46 H -1.27 -2.43 2.20
47 H -0.45 -4.01 3.93
48 H 1.96 -4.03 4.51

Computed properties:
LUMO (alpha / beta): -13.6527 / -17.4077 eV
frontier orbital gap (alpha / beta): 8.653 / 4.896 eV
total charge: +4
HOMO (alpha / beta): -22.3 / -22.3 eV
<S²>: 6.0475
spin multiplicity: 5